183
Properties=species:S:1:pos:R:3:forces:R:3:lowdin_charge:R:1 method="wB97M-V/def2-TZVPD" lumo_ev=-13.90 charge=+4 homo_ev=-15.3 homo_lumo_gap_ev=1.381
C -1.95950 -4.84183 7.61206 1.214 -0.742 0.058 0.009
C -1.85174 -3.44404 8.03176 -1.825 1.823 0.819 -0.487
O -1.50069 -2.64766 7.16653 1.130 0.567 0.167 0.007
N -2.47448 -3.01532 9.20040 1.291 -1.596 -1.495 0.024
H -2.87084 -3.77411 9.72113 0.039 -0.057 0.501 0.134
H 0.08539 -1.55554 4.89822 0.217 -0.983 -0.218 0.110
C -2.16444 -1.79245 9.87922 -0.015 1.105 0.409 -0.070
H -1.01707 -5.18612 7.16569 -0.383 0.369 -0.200 0.109
H -2.74967 -4.79966 6.91505 -0.736 -0.357 -1.247 0.086
H -2.20840 -5.57475 8.32326 -0.427 -0.664 1.329 0.073
H -3.07850 -1.25723 10.16329 0.133 -0.114 -0.094 0.087
H -1.58007 -1.13020 9.23245 -0.177 -0.255 -0.026 0.083
H -1.58096 -1.94167 10.79707 -0.119 -0.195 -0.234 0.096
C -2.71295 8.92523 -0.19042 -0.684 1.418 -0.562 0.030
C -4.04679 8.48146 0.30711 -1.597 1.191 0.739 -0.511
O -4.47226 7.36776 0.00706 0.786 -1.326 -0.239 -0.035
N -4.97594 9.27028 0.98953 1.574 0.315 -0.994 0.037
H -4.85703 10.30248 0.93093 -0.183 -1.268 0.246 0.163
H -3.49295 6.71950 1.56133 -1.790 0.747 -0.923 0.040
C -6.30710 8.70259 0.78131 -0.927 0.651 -1.026 -0.079
H -2.99149 9.55753 -1.07086 0.299 -0.814 0.079 0.117
H -2.16958 8.02564 -0.50053 0.208 0.625 0.166 0.095
H -2.20020 9.69607 0.39639 0.160 -0.765 0.398 0.098
H -7.13852 9.29764 1.14181 0.361 0.310 0.615 0.091
H -6.38209 7.68043 1.12823 0.040 0.159 0.304 0.084
H -6.45045 8.68209 -0.30877 -0.239 -0.330 0.204 0.097
C -1.92482 -8.82493 -3.28610 -1.392 0.007 -1.695 0.026
C -1.01920 -9.01853 -4.53304 -7.039 0.329 -0.716 -0.533
O 0.11216 -8.92767 -4.51405 6.778 0.415 0.545 0.174
N -1.72736 -9.29899 -5.77661 0.445 0.410 2.050 0.019
H 1.98767 -9.77144 0.11506 0.003 -0.037 -0.051 0.434
H -2.63584 -9.57894 -5.52312 -1.679 0.359 0.270 0.087
C -1.17616 -10.46155 -6.42921 1.137 -0.456 0.018 -0.076
H -1.39685 -8.52068 -2.42595 0.956 0.333 0.752 0.054
H -2.37232 -9.81380 -3.08778 -0.198 0.533 -0.033 0.100
H -2.70769 -8.03467 -3.50419 0.657 -1.157 0.146 0.095
H -0.97800 -10.28562 -7.48591 0.261 -0.190 0.159 0.099
H -1.80747 -11.31421 -6.27754 -0.713 -0.408 -0.407 0.089
H -0.31870 -10.71531 -5.81255 0.770 -0.218 -1.014 0.084
C -0.17929 2.19159 -1.49841 1.274 -0.440 -0.801 0.034
C -0.48335 1.38245 -2.76383 -1.892 -1.049 -1.786 -0.412
O -1.65661 1.02139 -3.09427 1.721 1.028 0.576 -0.041
N 0.52591 0.96858 -3.61447 0.483 0.460 2.505 0.015
H -2.99353 1.03671 -2.14547 0.129 -0.523 0.503 0.093
H 1.49738 1.12758 -3.27006 -0.919 -0.418 -0.655 0.113
C 0.23646 0.09785 -4.75878 0.477 1.628 -0.671 -0.069
H -0.84697 1.97033 -0.64800 0.258 0.071 -0.664 0.096
H -0.07224 3.27855 -1.65710 -0.650 -0.442 -0.217 0.100
H 0.85929 1.89321 -1.31097 -0.095 -0.004 0.734 0.058
H -0.65186 -0.46489 -4.57948 -0.455 -0.642 0.595 0.026
H 1.10226 -0.59247 -5.00898 -0.997 1.306 0.110 0.110
H -0.11785 0.84569 -5.53863 0.974 -1.331 0.053 0.114
C 5.42721 2.72589 5.81269 -0.076 -0.027 1.866 -0.090
C 5.53096 3.87189 4.81057 0.794 -1.285 -0.143 -0.239
C 4.77129 3.39711 3.62563 0.688 -0.134 -1.317 -0.156
N 4.74468 4.51044 2.55885 -2.346 -0.754 0.880 -0.274
C 3.95811 3.89073 1.42717 -1.011 1.782 1.340 -0.125
C 3.47567 4.88289 0.41027 -0.202 0.360 -1.342 -0.152
C 2.65306 6.09252 0.98341 0.551 -1.584 -0.740 -0.163
C 3.44731 6.67589 2.11179 -0.686 0.390 1.243 -0.158
C 3.81799 5.60380 3.14219 -0.233 -0.562 -2.707 -0.078
C 6.02854 4.98704 2.12583 1.375 1.003 0.230 0.009
H 5.83088 1.77708 5.40728 -0.177 0.564 0.071 0.086
H 4.35157 2.54902 6.08580 0.972 0.104 -0.151 0.094
H 5.99622 2.93409 6.77209 -0.734 -0.193 -1.153 0.104
H 6.59832 4.01153 4.53335 -0.660 0.310 0.355 0.129
H 5.03151 4.78901 5.08414 0.504 0.144 0.940 0.103
H 3.72961 3.19790 3.88705 0.108 0.031 -0.083 0.133
H 5.18903 2.45275 3.17306 -0.262 1.076 0.229 0.162
H 3.10215 3.61172 2.02830 -0.413 -1.173 -0.656 0.129
H 4.56494 3.12110 1.03233 0.278 -1.081 -0.440 0.131
H 2.79110 4.30193 -0.24387 0.586 0.318 0.083 0.126
H 4.35369 5.20126 -0.20975 -0.907 0.026 0.281 0.125
H 1.67595 5.68616 1.32558 0.427 0.498 -0.225 0.122
H 2.52652 6.81901 0.17075 -0.268 -0.209 0.314 0.125
H 2.80813 7.41586 2.66176 0.828 -0.368 -0.417 0.148
H 4.33988 7.15989 1.72422 0.100 0.287 0.149 0.121
H 2.95473 5.03232 3.41664 -0.710 -0.047 0.298 0.133
H 4.24087 6.00601 3.99101 1.118 0.890 1.615 0.097
H 6.30352 5.88008 2.71971 -0.137 -0.261 -0.662 0.135
H 5.98003 5.17465 1.04775 0.331 0.244 0.448 0.109
H 6.79719 4.26144 2.36034 0.062 -0.334 -0.275 0.108
C -5.48677 2.09362 1.04175 0.292 -0.549 -0.009 -0.074
C -5.09989 1.13036 2.18496 -0.277 -0.301 1.445 -0.212
C -4.85301 1.80775 3.58513 -0.269 -0.728 -1.254 -0.080
N -4.56921 0.88882 4.79619 -0.274 0.443 0.140 -0.218
C -3.73488 -0.27321 4.43775 0.508 -0.215 -0.803 -0.011
C -5.83344 0.33059 5.42984 0.183 0.110 0.684 -0.094
C -5.62030 0.41648 6.94353 -0.092 -0.776 -0.663 -0.134
C -4.62277 1.51493 7.20936 1.273 0.135 1.358 -0.144
C -3.82910 1.68917 5.94345 0.601 -0.122 -1.261 -0.055
H -5.56949 1.42826 0.17983 -0.383 0.314 -0.089 0.069
H -4.76487 2.84267 0.73391 0.700 -0.116 0.391 0.064
H -6.38578 2.67850 1.18427 -0.529 -0.339 0.257 0.076
H -4.23321 0.55019 1.90157 0.355 0.011 -0.266 0.071
H -5.89773 0.37002 2.33932 0.188 0.503 -0.288 0.123
H -5.80003 2.30200 3.78185 0.351 0.562 0.538 0.129
H -3.99375 2.46375 3.46996 -0.152 0.250 0.324 0.131
H -3.53457 -0.86994 5.32022 0.233 0.145 0.150 0.107
H -2.82137 0.05446 3.93177 -0.025 0.055 0.449 0.120
H -4.25398 -0.89187 3.72251 -0.349 -0.109 -0.185 0.100
H -6.02418 -0.68881 5.11212 0.337 -0.094 -0.205 0.133
H -6.72628 0.86538 5.18171 -0.136 0.871 -0.600 0.126
H -5.17290 -0.51936 7.24979 -0.053 -0.299 0.353 0.112
H -6.60561 0.49597 7.37395 -0.063 0.190 0.609 0.125
H -3.90840 1.23417 8.01855 -0.564 -0.137 -0.519 0.131
H -4.96837 2.47561 7.57322 -0.737 0.061 -0.299 0.121
H -2.76745 1.34248 5.98736 -1.051 -0.005 -0.092 0.122
H -3.80172 2.72224 5.63120 -0.078 0.225 -0.197 0.121
C 8.07887 0.08332 -0.40370 0.155 0.434 0.825 -0.090
C 8.39161 -1.27052 -0.98695 1.920 -0.333 -0.433 -0.247
C 8.02092 -1.34947 -2.46211 -1.278 -0.908 -0.041 -0.068
N 7.78661 -2.87019 -2.82774 0.333 1.507 0.451 -0.264
C 8.85977 -3.68889 -2.24743 0.431 0.583 0.431 -0.014
C 7.87596 -3.09940 -4.30486 0.709 -0.787 1.123 -0.136
C 6.52968 -2.81698 -4.80471 -0.917 1.505 -0.417 -0.139
C 5.52421 -3.22233 -3.70739 1.734 0.172 0.504 -0.099
C 6.39834 -3.38448 -2.43818 0.520 0.560 0.013 -0.051
H 8.30252 0.17652 0.67780 0.391 -0.205 -0.667 0.091
H 7.03752 0.33866 -0.45742 -0.677 -0.172 -0.363 0.047
H 8.60270 0.85090 -0.96845 0.239 0.154 0.180 0.087
H 7.90795 -2.09937 -0.49718 -0.576 0.064 0.555 0.096
H 9.49525 -1.52002 -0.88934 -1.131 0.534 0.055 0.136
H 8.76186 -0.96962 -3.18024 -0.192 -0.098 0.407 0.144
H 7.03586 -0.85036 -2.57040 0.656 -0.318 -0.359 0.110
H 9.78854 -3.30834 -2.62374 0.611 0.212 -0.188 0.120
H 8.73679 -4.66632 -2.62986 -0.079 -1.175 0.012 0.095
H 8.90710 -3.65835 -1.17126 -0.270 -0.170 0.161 0.104
H 8.15966 -4.15614 -4.36808 -0.293 0.139 -0.480 0.140
H 8.69489 -2.52851 -4.71279 0.123 0.306 -0.165 0.143
H 6.46979 -3.29940 -5.75240 -0.728 -0.344 -0.770 0.118
H 6.42733 -1.72141 -4.96675 0.017 -0.655 -0.084 0.138
H 5.03577 -4.14086 -3.84634 -0.629 -1.279 -0.626 0.098
H 4.78198 -2.46932 -3.60293 -0.521 0.650 0.326 0.092
H 6.65130 -4.41387 -2.17767 -0.754 -0.077 -0.034 0.129
H 6.00032 -2.84059 -1.56309 0.397 -0.207 -0.426 0.131
C -4.87627 -5.09627 -3.99231 -0.608 2.094 1.036 -0.090
C -3.84323 -4.83558 -5.08842 -0.909 0.619 0.258 -0.213
C -3.95439 -3.32601 -5.50574 1.709 -0.728 -0.223 -0.049
N -2.85591 -2.88157 -6.52574 3.346 -1.159 1.686 -0.259
C -1.49150 -3.53023 -6.15619 -1.129 -0.669 0.339 0.025
C -3.07873 -3.27664 -7.92570 -0.369 -0.947 -0.703 -0.140
C -4.17603 -2.33232 -8.34656 0.019 0.042 -0.909 -0.125
C -3.80230 -1.02151 -7.57079 -1.970 -0.103 0.055 -0.112
C -2.69227 -1.39460 -6.59456 -1.984 0.112 0.913 -0.112
H -4.46921 -4.85004 -2.99789 0.015 0.148 -0.324 0.080
H -5.30550 -6.05906 -3.84482 0.035 -1.055 -0.610 0.066
H -5.75136 -4.40857 -4.11521 0.569 -0.542 0.032 0.098
H -4.11260 -5.43298 -5.93812 -0.046 -0.261 -0.670 0.106
H -2.88646 -5.19463 -4.75988 0.599 0.266 0.141 0.085
H -3.98733 -2.57017 -4.69824 0.287 -0.609 -0.275 0.144
H -4.84037 -3.27697 -6.07143 -1.269 0.373 -0.393 0.102
H -1.45364 -4.61525 -6.39499 -0.563 0.728 0.122 0.115
H -1.39724 -3.42036 -5.08485 0.458 0.198 0.147 0.099
H -0.68637 -3.10103 -6.73066 0.015 0.636 0.013 0.100
H -2.11426 -3.19457 -8.48356 -0.799 0.080 0.461 0.160
H -3.38033 -4.32964 -7.86703 0.120 0.173 -0.508 0.140
H -4.28938 -2.19764 -9.45150 0.264 -0.125 1.008 0.145
H -5.10493 -2.81632 -7.98884 0.170 0.811 -0.266 0.115
H -3.41553 -0.24172 -8.20267 -0.279 0.311 -0.424 0.115
H -4.77828 -0.71052 -7.11654 1.205 0.278 -0.031 0.137
H -1.76417 -1.13828 -7.02964 1.165 -0.151 -0.411 0.115
H -2.73814 -0.92405 -5.59218 -0.136 -0.408 -0.499 0.141
O -2.97195 -1.28376 -2.09905 0.284 -0.205 0.307 0.071
C -3.15465 -0.51382 -0.97271 -0.467 -0.519 0.960 -0.604
O -3.44980 0.74886 -1.28816 0.371 -0.887 0.285 0.094
O -3.13444 -0.98110 0.16607 0.068 0.964 -2.140 0.070
H -2.66466 -2.18690 -1.87074 -0.364 0.883 0.401 0.127
O -2.94394 5.10227 -0.03452 -1.558 1.609 0.197 0.074
C -2.19305 5.40280 1.04748 -3.748 1.484 -1.186 -0.700
O -1.12486 4.98862 1.21036 3.560 -1.637 0.729 0.141
O -2.79267 6.23155 1.92865 2.049 -1.017 1.363 0.137
H -3.72827 5.79784 -0.09239 1.775 -1.403 -0.135 0.128
O 3.13085 -1.09381 -0.83738 2.150 0.115 -0.409 0.061
C 3.95961 -0.24151 -1.63115 -4.394 -0.335 0.406 -0.763
O 5.10812 -0.49364 -1.77475 3.117 -0.864 0.027 0.083
O 3.27710 0.66210 -2.17354 -0.013 0.715 -0.213 0.033
H 2.29881 -0.64897 -0.89568 -1.148 0.318 0.120 0.063
O -1.08591 -0.27610 6.22019 0.368 1.716 -0.909 0.082
C 0.00506 0.14449 5.54193 -0.038 -1.548 0.314 -0.676
O 0.35914 1.24772 5.45770 0.371 3.147 -0.110 0.168
O 0.71516 -0.83632 4.95408 -0.520 -0.392 -0.012 0.145
H -0.87536 -1.11200 6.61013 -0.502 -1.821 0.960 0.037